(1)
{"formula": "C4H7NO2", "method": "wB97M-V/def2-TZVPD", "symbols": ["O", "O", "N", "C", "C", "C", "C", "H", "H", "H", "H", "H", "H", "H"], "coordinates": [[-0.386, 1.999, 0.634], [-0.374, -2.640, -0.090], [1.625, -1.568, -0.210], [0.305, -1.648, 0.103], [-0.627, 1.778, -0.721], [-0.267, -0.391, 0.748], [0.464, 0.893, 0.388], [-0.098, -0.472, 1.833], [0.362, 1.089, -0.978], [-1.537, 1.230, -0.958], [2.075, -2.377, -0.610], [2.137, -0.710, -0.068], [-1.355, -0.389, 0.608], [-0.411, 2.655, -1.335]], "mulliken_charge": [-0.21, -0.63, -0.31, 0.40, -0.48, -0.37, -0.36, 0.24, 0.28, 0.27, 0.22, 0.29, 0.30, 0.33], "orbital_gap_ev": 9.7, "de_lowest_kcal_mol": 105.1, "spin_multiplicity": 1, "homo_ev": -8.89, "total_charge": 0}

=====

(2)
{"formula": "C15H18O", "method": "wB97M-V/def2-TZVPD", "symbols": ["O", "C", "C", "C", "C", "C", "C", "C", "C", "C", "C", "C", "C", "C", "C", "C", "H", "H", "H", "H", "H", "H", "H", "H", "H", "H", "H", "H", "H", "H", "H", "H", "H", "H"], "coordinates": [[-4.710, -1.762, -0.693], [-0.374, 3.232, 0.447], [-2.868, -2.382, 0.593], [3.314, 3.636, 1.185], [-0.624, -2.101, -0.329], [-2.525, -1.571, -1.727], [1.990, 2.173, -0.414], [-0.409, 2.105, -0.369], [0.832, -2.143, -0.111], [-1.526, -2.488, 0.706], [2.024, 3.163, 0.561], [0.800, 1.611, -0.835], [-1.178, -1.651, -1.563], [-3.392, -1.958, -0.679], [1.379, -3.332, 0.689], [0.816, 3.778, 0.899], [-1.300, 3.711, 0.744], [2.948, 1.792, -0.741], [-0.571, -1.328, -2.394], [0.776, 0.784, -1.540], [4.016, 2.814, 1.307], [-5.128, -2.152, -1.453], [1.451, -3.140, 1.759], [3.130, 4.124, 2.138], [1.295, -2.192, -1.097], [0.704, -4.184, 0.604], [-3.584, -2.544, 1.386], [3.755, 4.374, 0.510], [-1.061, -2.761, 1.640], [1.215, -1.168, 0.220], [-1.400, 1.700, -0.533], [-2.921, -1.236, -2.674], [2.359, -3.611, 0.314], [0.767, 4.708, 1.451]], "mulliken_charge": [-0.43, -0.43, -0.52, -1.42, 0.51, -0.49, -0.67, -0.53, -0.33, -0.35, 0.76, -0.25, -0.40, 0.47, -1.39, -0.56, 0.36, 0.38, 0.37, 0.57, 0.37, 0.37, 0.38, 0.37, 0.43, 0.39, 0.48, 0.32, 0.44, 0.29, 0.35, 0.42, 0.36, 0.38], "s2": 0.77, "orbital_gap_ev": [7.5, 3.9], "de_lowest_kcal_mol": 15.5, "spin_multiplicity": 2, "homo_ev": [-11.39, -11.38], "total_charge": 1}

=====

(3)
{"formula": "CH3Cl2OPS", "method": "wB97M-V/def2-TZVPD", "symbols": ["Cl", "Cl", "S", "P", "O", "C", "H", "H", "H"], "coordinates": [[-2.041, -1.533, -0.481], [2.736, 0.320, -0.668], [-1.530, -0.034, 0.813], [-0.101, 0.993, -0.532], [-2.644, 0.774, 1.102], [1.117, -0.427, -0.540], [0.760, -0.938, -1.558], [0.769, 1.904, 1.466], [0.934, -1.060, 0.398]], "mulliken_charge": [-0.17, -0.13, 0.42, 0.10, -0.43, -0.43, 0.34, 0.02, 0.30], "orbital_gap_ev": [8.0, 7.7], "de_lowest_kcal_mol": 156.9, "spin_multiplicity": 1, "homo_ev": [-9.42, -9.45], "total_charge": 0}

=====

(4)
{"formula": "C30H48N2O7S2", "method": "wB97M-V/def2-TZVPD", "symbols": ["S", "S", "O", "O", "O", "O", "O", "O", "O", "N", "N", "C", "C", "C", "C", "C", "C", "C", "C", "C", "C", "C", "C", "C", "C", "C", "C", "C", "C", "C", "C", "C", "C", "C", "C", "C", "C", "C", "C", "C", "C", "H", "H", "H", "H", "H", "H", "H", "H", "H", "H", "H", "H", "H", "H", "H", "H", "H", "H", "H", "H", "H", "H", "H", "H", "H", "H", "H", "H", "H", "H", "H", "H", "H", "H", "H", "H", "H", "H", "H", "H", "H", "H", "H", "H", "H", "H", "H", "H"], "coordinates": [[5.795, 3.566, -0.410], [3.719, 2.246, -1.869], [-2.131, -0.650, 2.342], [-3.306, 4.096, -1.724], [1.894, -3.849, -3.739], [-0.149, -4.021, -4.503], [-5.754, 2.193, 2.899], [-0.221, 4.224, 1.186], [-7.253, 0.637, 3.248], [4.777, 1.253, 0.404], [-1.078, 3.813, -0.979], [-2.470, 3.468, -1.095], [-2.328, 0.353, 1.464], [-0.641, -3.261, -1.450], [-1.140, -2.227, 0.737], [-2.171, -1.968, 1.780], [-1.470, 1.333, 1.485], [-1.633, -3.210, -0.309], [6.351, -0.295, -0.636], [-3.309, 0.369, 0.645], [-6.793, 1.687, 3.589], [1.255, 3.383, -1.521], [2.081, 2.201, -1.092], [0.968, -4.446, -4.511], [-4.234, 3.604, 4.178], [5.107, 2.202, 2.736], [0.136, -2.757, 1.342], [4.809, 2.317, -0.495], [6.057, 0.588, 0.523], [-2.608, 2.266, -0.224], [-1.621, 2.277, 0.640], [-3.469, 1.314, -0.211], [-0.186, 3.052, -1.831], [-7.283, 2.416, 4.823], [4.182, 1.636, 1.703], [1.388, -5.576, -5.427], [4.171, -3.998, -4.595], [-0.839, 3.534, 0.397], [3.188, -4.406, -3.518], [-2.929, -2.756, -0.907], [-5.260, 3.520, 3.068], [3.129, -5.489, -3.404], [-0.670, 1.341, 2.181], [3.758, 0.748, 2.110], [-1.733, -4.181, 0.135], [6.814, 0.221, -1.448], [4.512, 2.448, 3.585], [-4.005, -0.430, 0.643], [-4.792, 3.771, 2.118], [5.582, 3.102, 2.430], [-4.667, 3.348, 5.145], [-3.167, -3.393, -1.721], [2.238, 2.240, -0.043], [-6.732, 2.053, 5.688], [4.218, -2.912, -4.665], [3.872, -4.374, -5.573], [0.529, -6.222, -5.580], [-7.193, 3.498, 4.762], [7.044, -1.036, -0.311], [0.314, -2.339, 2.302], [-3.737, -2.861, -0.221], [3.506, -4.009, -2.556], [3.426, 2.356, 1.513], [-0.860, -1.353, 0.188], [-2.866, -1.744, -1.224], [0.950, -2.426, 0.743], [-1.148, -3.622, -2.302], [0.155, -3.824, 1.359], [-6.080, 4.225, 3.209], [-3.822, 4.611, 4.241], [5.999, -0.029, 1.386], [5.165, -4.379, -4.368], [1.630, 1.267, -1.327], [1.690, -5.158, -6.386], [0.202, -3.877, -1.239], [1.348, 4.123, -0.759], [-8.336, 2.186, 4.953], [-0.352, -2.266, -1.691], [-3.421, 2.903, 3.989], [-4.280, 1.313, -0.892], [-0.337, 1.989, -1.727], [5.836, 1.504, 3.073], [6.878, 1.259, 0.694], [-1.990, -2.620, 2.598], [2.192, -6.193, -5.032], [-0.403, 3.287, -2.841], [5.467, -0.803, -0.945], [-3.159, -2.182, 1.449], [1.695, 3.802, -2.388]], "mulliken_charge": [-0.19, -0.25, -0.61, -0.59, -0.29, -0.55, -0.34, -0.57, -0.57, 0.22, -0.04, -0.40, 0.18, -1.72, 1.79, -1.65, -0.67, 0.41, -1.51, -0.06, 0.76, -1.27, 0.06, 0.82, -0.93, -1.30, -2.13, 0.09, -0.59, 0.22, 1.10, -0.84, -0.37, -0.99, -0.41, -1.17, -1.05, -0.46, -0.47, -1.92, -0.35, 0.39, 0.80, 0.39, 0.44, 0.31, 0.45, 0.74, 0.26, 0.30, 0.33, 0.59, -0.28, 0.26, 0.31, 0.29, 0.32, 0.33, 0.47, 0.54, 0.49, 0.38, 0.22, -0.15, 0.30, 0.46, 0.59, 0.36, 0.37, 0.37, 0.51, 0.37, 0.44, 0.30, 0.40, 0.55, 0.31, 0.31, 0.20, 0.68, 0.28, 0.37, 0.41, 0.59, 0.37, 0.58, 0.38, 0.42, 0.53], "orbital_gap_ev": 7.9, "smiles": "CCN(CC)C(=S)SCCCN1C(=O)c2ccc(OC[C@@H](C)C(C)C)cc2C1=O.CCOC(C)=O.CCOC(C)=O", "spin_multiplicity": 1, "homo_ev": -8.21, "total_charge": 0}

=====

Calculated values (hartree) of calculated total energy for the records, taken in order: -361.71343 -657.30342 -1774.91316 -2604.33297.